A 2-piece molecular cluster, H3ISi overall, computed with ωB97M-V/def2-TZVPD.

Computed properties:
Energy ... -16025.56430 eV
Highest occupied orbital energy ... -0.356 Eh

Geometry (Å):
I (-2.9486, -0.0904, -0.0098)
Si (-0.5903, 0.2056, 0.0220)
H (-0.1606, 0.8051, 1.2382)
H (0.0733, -1.7308, -0.2204)
H (-0.1460, 1.2341, -1.0337)



C32H32CeClNP as an isolated structure, computed with ωB97M-V/def2-TZVPD.

Computed properties:
Energy ... -69931.59914 eV
Highest occupied orbital energy (spin up / spin down) ... -0.267 / -0.267 Eh
Spin multiplicity ... 2

Geometry (Å):
Ce (0.2744, -0.2388, 1.1883)
Cl (2.3722, 0.8656, 0.7936)
P (0.4877, -0.1219, -2.5376)
N (-1.6833, -0.5690, 5.3098)
C (0.6288, 3.5216, 5.0705)
C (1.4785, 1.7343, -4.4864)
C (0.2469, 2.6406, -2.6145)
C (0.6162, -1.7132, 3.0847)
C (2.0734, -2.6748, -5.4041)
C (3.8365, -2.0306, -3.8934)
C (0.2974, 1.1833, 3.5078)
C (-1.8063, 0.1765, -4.2274)
C (-2.7302, 0.4721, 5.3811)
C (1.1081, 4.1185, -4.3191)
C (-3.0610, -0.2237, -4.6898)
C (-1.1558, -0.5490, -3.2212)
C (0.5939, 2.4043, 2.9360)
C (0.7735, 1.5229, -3.2931)
C (-1.7976, -1.6813, -2.6818)
C (-0.3797, -0.0414, 5.7582)
C (-0.6486, -2.4405, 1.2207)
C (1.6457, 3.0243, -4.9914)
C (1.5360, -2.2141, 2.0929)
C (-3.0397, -2.0820, -3.1564)
C (0.7796, -2.6203, 0.9198)
C (3.4083, -2.7420, -5.0149)
C (0.2733, 2.3075, 5.6562)
C (1.1666, -1.8961, -4.6844)
C (0.7813, 3.5886, 3.7025)
C (-2.0712, -1.7487, 6.0970)
C (-3.6787, -1.3529, -4.1603)
C (0.0938, 1.1326, 4.8938)
C (0.4053, 3.9203, -3.1302)
C (1.5850, -1.1761, -3.5565)
C (2.9366, -1.2643, -3.1635)
C (-0.7514, -1.8753, 2.5676)
H (-3.5524, 0.3518, -5.4699)
H (-2.8334, 0.8464, 6.4223)
H (1.2390, 5.1222, -4.7161)
H (-2.1896, -1.4792, 7.1654)
H (3.2686, -0.7227, -2.2829)
H (1.0428, 4.5295, 3.2236)
H (2.6306, -2.1450, 2.1496)
H (1.2010, -2.9447, -0.0407)
H (-3.0171, -2.1478, 5.7225)
H (-1.3308, 1.0542, -4.6530)
H (0.1301, -1.8453, -5.0014)
H (-1.3081, -2.5265, 6.0071)
H (1.8954, 0.8875, -5.0224)
H (-4.6554, -1.6632, -4.5234)
H (2.1971, 3.1697, -5.9167)
H (-0.4863, 0.2621, 6.8273)
H (0.3748, -0.8479, 5.8432)
H (4.1126, -3.3485, -5.5790)
H (-3.6902, 0.0536, 5.0583)
H (-1.6599, -1.4982, 3.0517)
H (-1.4730, -2.5621, 0.5071)
H (0.8844, -1.2423, 4.0320)
H (-1.3076, -2.2428, -1.8906)
H (4.8765, -2.0816, -3.5813)
H (0.7756, 4.4075, 5.6824)
H (0.1347, 2.3179, 6.7440)
H (1.7305, -3.2280, -6.2746)
H (-3.5184, -2.9629, -2.7357)
H (-0.0136, 4.7709, -2.5981)
H (-2.4931, 1.3101, 4.7242)
H (0.7285, 2.5579, 1.8527)
H (-0.2887, 2.4904, -1.6821)



An isolated molecule of H4O2Si2, computed with ωB97M-V/def2-TZVPD.

Computed properties:
Energy ... -19918.28886 eV
Highest occupied orbital energy ... -0.402 Eh

Geometry (Å):
Si (-0.7741, 0.2669, 0.8808)
Si (0.7741, -0.2670, -0.8808)
O (0.8863, 0.2471, 0.7040)
O (-0.8863, -0.2475, -0.7039)
H (1.2569, -1.6220, -1.0126)
H (1.2023, 0.7743, -1.7859)
H (-1.2027, -0.7739, 1.7863)
H (-1.2565, 1.6221, 1.0121)